Run i
The following is a quantum chemistry calculation of a 2-piece molecular cluster, C5H14N3 overall, from the Open Molecules 2025 dataset.

Its molar mass is 116.19 g mol⁻¹. The frontier orbital gap comes out at 6.69 eV. The HOMO energy comes out at -12.292 eV. The net charge is +1.

XYZ file:
```
22
Properties=species:S:1:pos:R:3:nbo_charge:R:1
C 1.498 -0.624 -2.387 -0.084
C 1.205 -0.882 -3.651 -0.279
C 1.421 -1.527 -0.148 0.119
N 1.462 -1.672 -1.417 -0.397
H 1.688 0.342 -1.947 0.236
H 0.939 -1.881 -3.976 0.221
H 1.236 -0.097 -4.389 0.254
H 1.374 -2.425 0.452 0.242
H 1.511 -0.533 0.264 0.229
H 1.339 -2.609 -1.792 0.442
C -0.757 0.819 0.197 -0.428
N -0.277 1.304 1.495 -0.614
C -1.111 0.843 2.612 -0.060
N -2.413 1.441 2.706 -0.816
H -0.030 1.055 -0.579 0.179
H -0.928 -0.273 0.203 0.141
H -1.687 1.327 -0.045 0.223
H 0.662 0.941 1.631 0.328
H -0.546 1.033 3.525 0.197
H -1.250 -0.249 2.583 0.144
H -2.345 2.452 2.761 0.369
H -2.990 1.215 1.903 0.354
```

=====

Run ii
The following is a quantum chemistry calculation of a 2-piece molecular cluster, C5H14N3 overall, from the Open Molecules 2025 dataset.

Its molar mass is 116.19 g mol⁻¹. The frontier orbital gap comes out at 9.36 eV. The HOMO energy comes out at -12.128 eV. The net charge is +1.

XYZ file:
```
22
Properties=species:S:1:pos:R:3:nbo_charge:R:1
C -1.246 -1.067 1.940 0.024
C -1.454 -1.183 0.656 -0.196
N -0.575 -2.055 -0.114 -0.839
N -2.048 -0.212 2.751 -0.807
H -0.401 -1.564 2.509 0.206
H -2.176 -0.587 0.167 0.207
H -0.251 -1.032 -1.116 0.452
H 0.264 -2.295 0.444 0.392
H -1.030 -2.970 -0.311 0.409
H -3.019 -0.155 2.507 0.385
H -1.993 -0.404 3.734 0.389
N 0.197 -0.092 -1.552 -0.722
C 0.983 0.601 -0.476 -0.273
C 1.861 2.640 -1.710 -0.341
C 2.105 1.512 -1.000 -0.242
H 0.786 -0.303 -2.341 0.423
H -0.435 0.638 -1.846 0.418
H 1.410 -0.183 0.187 0.214
H 0.257 1.175 0.139 0.237
H 2.781 3.129 -2.050 0.230
H 0.886 3.061 -1.897 0.205
H 3.097 1.346 -0.622 0.229
```

=====

Run iii
The following is a quantum chemistry calculation of a 2-piece molecular cluster, C5H14N3 overall, from the Open Molecules 2025 dataset.

Its molar mass is 116.19 g mol⁻¹. The frontier orbital gap comes out at 9.94 eV. The HOMO energy comes out at -13.177 eV. The net charge is +1.

XYZ file:
```
22
Properties=species:S:1:pos:R:3:nbo_charge:R:1
C -1.681 -2.694 0.267 -0.659
C -1.046 -1.771 -0.738 0.142
C -0.469 -2.050 -1.895 -0.358
N -0.945 -0.361 -0.271 -0.733
H -1.487 -3.723 -0.017 0.262
H -1.217 -2.511 1.236 0.229
H -2.746 -2.466 0.310 0.242
H -0.052 -1.245 -2.490 0.212
H -0.395 -3.048 -2.298 0.247
H 0.009 -0.159 0.114 0.475
H -1.674 -0.113 0.404 0.438
H -1.137 0.296 -1.029 0.439
C 1.030 3.119 -0.149 -0.454
N 1.586 0.578 0.887 -0.894
C 1.020 1.621 1.645 0.235
N 0.781 2.787 1.240 -0.407
H 2.085 2.989 -0.435 0.193
H 0.757 4.155 -0.311 0.236
H 0.470 2.435 -0.798 0.162
H 2.263 0.905 0.197 0.402
H 2.077 -0.102 1.461 0.406
H 0.773 1.361 2.671 0.186
```

=====

run iii comes first in stability; the runner-up is 11.6 kcal/mol higher.

=====

Run i
The following is a quantum chemistry calculation of an isolated ion of composition C5H14N3 and charge +1, from the Open Molecules 2025 dataset.

Its molar mass is 116.19 g mol⁻¹. The frontier orbital gap comes out at 10.35 eV. As for the SMILES: C/C(N)=[N+](/C)[C@@H](C)N. The HOMO energy comes out at -13.251 eV. The net charge is +1.

XYZ file:
```
22
Properties=species:S:1:pos:R:3:nbo_charge:R:1
C 1.558 -1.606 -0.740 -0.673
C 1.317 -0.262 -0.136 0.556
N 2.394 0.473 0.166 -0.768
N 0.170 0.337 -0.099 -0.339
C 0.064 1.686 0.496 -0.429
C -1.220 -0.455 -0.226 0.152
C -1.934 -0.484 1.104 -0.653
N -1.859 0.264 -1.322 -0.858
H 1.372 -1.386 -1.767 0.263
H 2.595 -1.878 -0.590 0.248
H 0.881 -2.396 -0.564 0.261
H 3.320 -0.023 0.314 0.427
H 2.365 1.315 0.773 0.425
H 0.132 1.543 1.550 0.217
H -0.845 2.223 0.374 0.241
H 0.899 2.209 0.147 0.213
H -1.052 -1.440 -0.458 0.205
H -2.247 0.491 1.402 0.219
H -2.903 -1.101 1.097 0.266
H -1.391 -0.931 1.898 0.235
H -2.157 1.250 -1.079 0.384
H -1.460 0.170 -2.340 0.408
```

=====

Run ii
The following is a quantum chemistry calculation of an isolated ion of composition C5H14N3 and charge +1, from the Open Molecules 2025 dataset.

Its molar mass is 116.19 g mol⁻¹. The frontier orbital gap comes out at 8.56 eV. As for the SMILES: C[C@@H]([NH3+])C/C(N)=C/N. The HOMO energy comes out at -11.487 eV. The net charge is +1.

XYZ file:
```
22
Properties=species:S:1:pos:R:3:nbo_charge:R:1
C -1.032 1.593 2.090 -0.644
C -0.456 0.402 1.365 -0.037
N -1.567 -0.590 1.101 -0.706
C 0.188 0.803 0.036 -0.440
C 0.705 -0.326 -0.854 -0.006
N 0.410 -1.693 -0.504 -0.894
C 1.419 0.028 -1.934 0.035
N 1.797 -0.817 -2.955 -0.826
H -1.889 1.294 2.703 0.214
H -1.454 2.333 1.393 0.229
H -0.373 2.247 2.650 0.262
H 0.216 -0.114 2.048 0.223
H -1.073 -1.415 0.697 0.476
H -1.956 -0.788 2.016 0.429
H -2.341 -0.304 0.500 0.433
H -0.578 1.350 -0.525 0.214
H 0.975 1.512 0.297 0.249
H 0.026 -2.201 -1.290 0.387
H 1.232 -2.163 -0.175 0.390
H 1.756 1.050 -2.039 0.208
H 2.000 -0.429 -3.862 0.410
H 1.995 -1.773 -2.761 0.392
```

=====

Run iii
The following is a quantum chemistry calculation of an isolated ion of composition C5H14N3 and charge +1, from the Open Molecules 2025 dataset.

Its molar mass is 116.19 g mol⁻¹. The frontier orbital gap comes out at 9.49 eV. The HOMO energy comes out at -12.699 eV. The net charge is +1.

XYZ file:
```
22
Properties=species:S:1:pos:R:3:nbo_charge:R:1
C 0.264 -1.119 0.293 -0.261
C -0.700 0.035 0.680 -0.242
C 0.950 1.306 -0.433 0.298
C -1.014 -2.345 -1.406 -0.403
C 0.830 1.354 1.900 -0.401
N 0.039 -1.320 -1.140 -0.625
N 0.664 2.211 -1.350 -0.697
N 0.014 1.305 0.678 -0.445
H 1.296 -0.945 0.477 0.234
H -0.034 -2.018 0.939 0.198
H -1.443 0.071 -0.168 0.239
H -1.260 -0.126 1.560 0.233
H 0.866 -1.679 -1.521 0.368
H -1.340 -2.273 -2.385 0.213
H -0.631 -3.349 -1.159 0.188
H -1.739 -2.173 -0.738 0.179
H 1.452 0.468 1.958 0.251
H 1.413 2.247 1.838 0.236
H 0.104 1.389 2.711 0.229
H -0.135 2.796 -1.262 0.377
H 1.186 2.234 -2.126 0.420
H -0.781 1.932 0.653 0.411
```

=====

Run iv
The following is a quantum chemistry calculation of an isolated ion of composition C5H14N3 and charge +1, from the Open Molecules 2025 dataset.

Its molar mass is 116.19 g mol⁻¹. The frontier orbital gap comes out at 9.40 eV. As for the SMILES: C[C@H](N)C/C([NH3+])=C/N. The HOMO energy comes out at -12.428 eV. The net charge is +1.

XYZ file:
```
22
Properties=species:S:1:pos:R:3:nbo_charge:R:1
C 2.616 0.654 -0.888 -0.652
C 1.117 0.639 -0.563 -0.052
N 0.698 1.879 0.154 -0.855
C 0.646 -0.509 0.316 -0.433
C -0.853 -0.654 0.357 -0.023
N -1.507 0.509 0.969 -0.735
C -1.480 -1.756 -0.044 0.058
N -2.822 -1.991 -0.134 -0.797
H 2.775 0.595 -1.969 0.236
H 3.141 1.561 -0.614 0.225
H 3.214 -0.195 -0.536 0.230
H 0.582 0.675 -1.493 0.202
H 1.408 2.105 0.856 0.381
H 0.705 2.691 -0.456 0.392
H 1.163 -1.426 0.065 0.249
H 1.011 -0.294 1.306 0.208
H -1.817 0.353 1.927 0.428
H -2.341 0.773 0.443 0.423
H -0.788 1.318 0.832 0.479
H -0.871 -2.562 -0.426 0.229
H -3.085 -2.907 -0.470 0.417
H -3.511 -1.460 0.369 0.391
```

=====

run iv comes first in stability; the runner-up is 3.4 kcal/mol higher.

=====

Run i
The following is a quantum chemistry calculation of an isolated ion of composition C7H12N and charge +1, from the Open Molecules 2025 dataset.

Its molar mass is 110.18 g mol⁻¹. As for the multiplicity: 3. The frontier orbital gap (alpha / beta) comes out at 7.39 / 8.27 eV. The HOMO energy (alpha / beta) comes out at -10.811 / -15.507 eV. The net charge is +1.

XYZ file:
```
20
Properties=species:S:1:pos:R:3:nbo_charge:R:1
C 0.697 -1.661 -0.195 0.169
C -0.507 -0.999 0.019 0.053
C 2.786 -0.292 -0.127 -0.076
C 0.039 0.380 0.170 0.283
C -1.893 -1.438 -0.017 -0.694
C -0.109 1.281 -1.029 -0.656
C -0.198 0.998 1.524 -0.651
N 1.556 -0.590 -0.177 -0.377
H 1.046 -2.671 -0.674 0.250
H 3.062 0.794 -0.205 0.216
H 3.554 -1.076 -0.369 0.214
H -2.346 -1.834 0.946 0.281
H -1.926 -2.184 -0.839 0.259
H -2.367 -0.527 -0.534 0.243
H -1.180 1.145 -1.291 0.242
H 0.605 0.988 -1.746 0.246
H -0.042 2.275 -0.670 0.242
H -0.304 0.209 2.282 0.238
H -1.262 1.247 1.371 0.263
H 0.471 1.722 1.848 0.255
```

=====

Run ii
The following is a quantum chemistry calculation of an isolated ion of composition C7H12N and charge +1, from the Open Molecules 2025 dataset.

Its molar mass is 110.18 g mol⁻¹. As for the multiplicity: 3. The frontier orbital gap (alpha / beta) comes out at 8.26 / 7.33 eV. The HOMO energy (alpha / beta) comes out at -12.324 / -14.968 eV. The net charge is +1.

XYZ file:
```
20
Properties=species:S:1:pos:R:3:nbo_charge:R:1
C -1.253 -0.404 0.827 0.315
C -2.220 0.049 0.114 0.208
C -0.173 0.531 0.857 -0.199
C -3.397 -0.211 -0.596 -0.722
C 1.558 -1.268 -0.420 -0.671
C 2.415 1.031 0.338 -0.646
C 1.535 -0.163 0.596 -0.088
N -1.060 0.889 -0.232 -0.364
H -0.193 1.247 1.727 0.266
H -3.694 0.571 -1.335 0.282
H -4.173 -0.328 0.058 0.285
H -3.330 -1.062 -1.346 0.296
H 0.861 -1.210 -1.252 0.208
H 1.424 -2.313 0.040 0.252
H 2.574 -1.175 -0.898 0.251
H 2.469 1.141 -0.718 0.220
H 3.435 0.727 0.684 0.244
H 2.145 1.888 1.038 0.238
H 1.795 -0.483 1.588 0.228
H -0.718 0.544 -1.069 0.397
```

=====

run i comes first in stability; the runner-up is 60.0 kcal/mol higher.

=====

Run i
The following is a quantum chemistry calculation of C4H4FN as an isolated structure, from the Open Molecules 2025 dataset.

Its molar mass is 85.08 g mol⁻¹. The frontier orbital gap comes out at 10.29 eV. The HOMO energy comes out at -10.861 eV. The net charge is 0.

XYZ file:
```
10
Properties=species:S:1:pos:R:3:nbo_charge:R:1
C -3.486 -0.482 0.093 0.187
C -1.079 0.203 -0.077 -0.157
C -2.154 -0.445 0.191 0.278
C 0.317 -0.227 0.267 -0.658
N -4.626 -0.441 0.003 -0.198
F -1.851 -2.044 0.858 -0.463
H -1.054 1.159 -0.654 0.258
H 1.020 0.648 0.262 0.233
H 0.706 -0.833 -0.615 0.249
H 0.265 -0.916 1.255 0.272
```

=====

Run ii
The following is a quantum chemistry calculation of a single C4H4FN molecule, from the Open Molecules 2025 dataset.

Its molar mass is 85.08 g mol⁻¹. The frontier orbital gap comes out at 10.55 eV. As for the SMILES: C/C(F)=C/C#N. The HOMO energy comes out at -10.316 eV. The net charge is 0.

XYZ file:
```
10
Properties=species:S:1:pos:R:3:nbo_charge:R:1
C 1.406 0.682 -0.257 -0.662
C 0.011 0.494 0.452 0.511
F 0.035 1.499 1.449 -0.328
C -0.806 -0.542 0.082 -0.447
C -2.134 -1.161 0.150 0.262
N -3.034 -1.894 0.111 -0.301
H 1.896 -0.313 -0.513 0.234
H 1.993 1.320 0.310 0.233
H 1.019 1.185 -1.152 0.234
H -0.387 -1.271 -0.632 0.265
```

=====

run ii comes first in stability; the runner-up is 17.7 kcal/mol higher.

=====

Run i
The following is a quantum chemistry calculation of a single C4H4S2 molecule, from the Open Molecules 2025 dataset.

Its molar mass is 116.21 g mol⁻¹. The frontier orbital gap (alpha / beta) comes out at 8.13 / 8.13 eV. As for the SMILES: C#C[C@H](S)C=S. The HOMO energy (alpha / beta) comes out at -9.276 / -9.276 eV. The net charge is 0.

XYZ file:
```
10
Properties=species:S:1:pos:R:3:nbo_charge:R:1
C 1.774 1.537 -0.157 -0.282
C 0.867 0.842 0.131 0.002
C -0.383 -0.457 0.274 -0.437
S 0.356 -2.077 -0.129 0.024
C -1.516 -0.114 -0.493 -0.290
S -2.805 0.714 0.137 0.100
H 2.484 2.285 -0.193 0.231
H -0.694 -0.202 1.381 0.275
H 1.493 -1.965 0.606 0.155
H -1.577 -0.564 -1.556 0.223
```

=====

Run ii
The following is a quantum chemistry calculation of a single C4H4S2 molecule, from the Open Molecules 2025 dataset.

Its molar mass is 116.21 g mol⁻¹. The frontier orbital gap (alpha / beta) comes out at 7.27 / 7.35 eV. The HOMO energy (alpha / beta) comes out at -7.982 / -8.028 eV. The net charge is 0.

XYZ file:
```
10
Properties=species:S:1:pos:R:3:nbo_charge:R:1
C -1.430 0.161 -0.035 -0.080
C -0.261 2.317 -0.363 -0.213
C -0.212 -0.559 -0.369 -0.591
C 0.995 -0.078 0.422 -0.508
S -2.864 -0.558 0.219 0.114
S 1.218 1.754 0.103 0.322
H -0.252 -1.545 -0.092 0.240
H 0.028 -0.732 -1.525 0.260
H 0.845 -0.301 1.487 0.229
H 1.932 -0.458 0.154 0.227
```

=====

Run iii
The following is a quantum chemistry calculation of a single C4H4S2 molecule, from the Open Molecules 2025 dataset.

Its molar mass is 116.21 g mol⁻¹. The frontier orbital gap (alpha / beta) comes out at 7.48 / 7.48 eV. As for the SMILES: S=C/C=C\C=S. The HOMO energy (alpha / beta) comes out at -8.972 / -8.971 eV. The net charge is 0.

XYZ file:
```
10
Properties=species:S:1:pos:R:3:nbo_charge:R:1
S 2.315 -1.571 0.230 0.096
C 1.608 -0.216 -0.408 -0.308
C 0.666 0.709 0.323 -0.170
C -0.725 0.567 0.470 -0.242
C -1.423 -0.447 -0.205 -0.278
S -3.035 -0.632 0.071 0.047
H 1.612 -0.223 -1.483 0.210
H 1.124 1.363 0.957 0.217
H -1.241 1.485 0.860 0.240
H -0.901 -1.035 -0.815 0.187
```

=====

run iii comes first in stability; the runner-up is 36.7 kcal/mol higher.